Record 1
{"formula": "C2H13F3HfO5", "method": "wB97M-V/def2-TZVPD", "symbols": ["Hf", "F", "F", "F", "C", "C", "O", "H", "H", "H", "H", "H", "O", "H", "H", "O", "H", "H", "O", "H", "H", "O", "H", "H"], "xyz": [[8.876334, -13.262111, -21.612653], [11.047887, -13.462871, -22.589009], [9.040512, -15.624419, -21.616335], [7.732841, -12.866400, -19.553863], [6.038483, -9.823549, -21.327477], [7.156291, -9.969356, -22.424859], [7.764664, -11.249952, -22.438710], [6.429615, -9.602518, -20.334375], [5.443240, -10.732613, -21.241523], [5.324231, -9.054483, -21.621554], [7.946379, -9.243423, -22.232801], [6.644993, -9.742481, -23.360390], [10.006101, -11.225476, -20.894617], [10.346668, -10.896914, -20.062584], [10.222435, -10.542179, -21.529079], [8.420332, -13.801968, -23.970820], [8.310390, -14.690430, -24.309603], [8.320469, -13.238474, -24.738107], [6.613600, -14.095114, -21.843661], [5.887554, -13.851294, -21.269507], [6.217469, -14.665438, -22.502484], [10.391717, -13.718958, -19.761043], [10.107121, -14.117808, -18.938760], [11.346820, -13.699919, -19.700597]], "forces_ev_per_a": [[0.14, 0.01, 0.54], [-3.28, 0.69, 1.49], [-0.57, 3.62, -0.12], [1.72, -0.82, -2.93], [0.51, -0.18, -0.48], [-0.36, -1.24, 1.54], [1.00, -2.51, 0.21], [0.09, 0.00, -0.06], [0.21, -0.22, -0.14], [0.13, 0.30, 0.05], [-0.08, 0.51, -0.12], [0.33, -0.11, -0.43], [0.08, -0.37, -0.01], [-0.08, -0.38, 0.49], [-0.25, 0.01, -0.59], [-0.10, 0.00, 0.61], [0.32, -0.57, 0.32], [0.04, 0.71, 0.12], [0.40, 0.15, 0.02], [0.14, 0.47, 0.62], [0.35, -0.24, -0.33], [-0.38, 0.27, -0.23], [-0.70, -0.12, 0.15], [0.36, 0.00, -0.72]], "de_lowest_kcal_mol": 39.5, "orbital_gap_ha": 0.3162, "e_homo_ev": -8.658, "energy_ev": -21984.9802}

---

Record 2
{"formula": "C2H13N2O2", "method": "wB97M-V/def2-TZVPD", "symbols": ["N", "C", "C", "N", "H", "H", "H", "H", "H", "H", "H", "H", "H", "H", "H", "O", "H", "H", "O"], "xyz": [[-1.273317, -0.074435, -0.575929], [-0.168401, 0.310599, -1.527497], [1.002943, -0.774731, -1.360210], [0.364853, -2.050006, -1.188123], [-0.838097, -0.504965, 0.277563], [-1.846512, 0.746414, -0.232019], [-1.838444, -0.862740, -1.074851], [-0.389815, 0.106216, -2.606545], [0.140779, 1.377979, -1.444827], [1.605081, -0.648404, -2.279192], [1.733293, -0.508576, -0.604349], [0.151878, -2.674037, -1.974565], [0.688327, -2.578119, -0.338693], [-1.636095, 0.865542, 3.264097], [-1.854885, -0.563895, 3.398350], [-1.510449, 0.058974, 2.739292], [2.586824, 2.803667, 1.507263], [1.087084, 2.583850, 1.882670], [1.994955, 2.386669, 2.137566]], "forces_ev_per_a": [[-0.40, -0.95, -0.32], [0.82, -0.48, -1.55], [-0.12, 1.35, -0.15], [3.05, -0.66, 0.53], [-0.84, 0.75, -0.24], [0.24, -1.14, -0.58], [0.38, 2.04, 1.43], [-0.99, 0.65, 1.08], [0.03, -1.00, 0.34], [-0.56, -0.69, -0.29], [-0.43, -0.40, 0.96], [-0.47, 0.25, -0.19], [-0.77, 0.32, -0.55], [0.28, 0.23, -0.46], [0.14, -0.41, -0.41], [-0.36, 0.12, 0.48], [-0.05, 0.31, -0.03], [0.29, 0.38, 0.03], [-0.26, -0.66, -0.07]], "multiplicity": 2, "charge": 2, "de_lowest_kcal_mol": 51.1, "orbital_gap_ha": [0.3314, 0.1188], "e_homo_ev": [-17.114, -17.113], "energy_ev": -9339.2492}

---

Record 3
{"formula": "C2H13N2O3", "method": "wB97M-V/def2-TZVPD", "symbols": ["C", "N", "C", "N", "H", "H", "H", "H", "H", "H", "H", "H", "H", "O", "H", "H", "O", "H", "H", "O"], "xyz": [[2.017132, 0.814739, 0.297220], [-1.569116, 1.706348, 0.328240], [-0.195848, 1.639839, 0.544495], [0.586898, 0.811450, -0.234011], [2.654356, 0.220957, -0.259720], [2.216332, 0.438358, 1.241463], [2.447246, 1.916083, 0.253751], [-1.907227, 1.193550, -0.430215], [-1.944200, 2.430164, 0.790899], [0.179579, 2.306345, 1.167554], [0.355947, -0.256542, -0.278391], [-0.169505, -2.963461, -0.196759], [-1.519019, -3.022617, -0.648788], [-0.788653, -2.419255, -0.669583], [-1.465740, 0.181334, -2.418208], [-2.032364, -0.687507, -1.276249], [-1.762477, 0.179683, -1.550223], [2.466667, -1.992579, 1.310522], [1.506928, -1.540890, 2.259242], [1.695982, -1.582333, 1.316683]], "forces_ev_per_a": [[0.03, 4.85, -1.29], [7.45, -1.00, 1.98], [-5.44, -4.60, -6.08], [1.25, -1.49, 3.86], [0.85, -0.99, -1.92], [-0.69, -0.23, 1.99], [-0.99, -2.15, -0.11], [-1.21, -0.97, -1.70], [-2.33, 2.88, 1.76], [2.10, 2.94, 2.76], [-0.52, 2.63, -0.41], [1.13, 0.01, 0.44], [-1.16, -0.35, -0.33], [0.03, 0.35, -0.03], [0.74, -0.27, -2.56], [0.03, -0.88, -0.18], [-1.03, 0.22, 1.60], [5.74, -3.12, -0.50], [-0.42, 0.05, 0.09], [-5.56, 2.13, 0.62]], "charge": 1, "de_lowest_kcal_mol": 60.7, "orbital_gap_ha": 0.3917, "e_homo_ev": -14.442, "energy_ev": -11399.7138}

---

Record 4
{"formula": "C2H13N3O3", "method": "wB97M-V/def2-TZVPD", "symbols": ["H", "O", "N", "H", "H", "C", "N", "H", "N", "H", "H", "C", "H", "H", "H", "O", "H", "H", "O", "H", "H"], "xyz": [[1.279584, 0.615339, 0.542984], [1.982490, 0.587948, -0.493643], [0.187647, 0.806499, 1.145570], [2.825570, 0.937516, -0.405963], [-0.216386, 1.505896, 1.698226], [-0.497374, -0.379178, 1.007481], [-1.679231, -0.369464, 1.808258], [-2.067217, -1.351860, 1.768871], [-0.016392, -1.551476, 0.467134], [-0.663916, -2.127577, -0.093891], [0.935217, -1.426592, -0.032525], [-2.766056, 0.627110, 1.574327], [-2.397586, 1.574111, 1.466026], [-3.179007, 0.348036, 0.515363], [-3.493450, 0.365663, 2.378304], [1.328131, -1.508729, -1.831736], [1.706622, -0.756587, -1.359624], [0.523897, -1.158918, -2.261559], [0.724217, 1.543068, -2.566177], [0.978636, 1.437202, -1.614177], [1.625743, 1.372972, -2.907158]], "forces_ev_per_a": [[0.05, 1.59, -0.98], [-2.05, -1.29, 0.87], [0.35, -5.54, -2.51], [2.46, 0.91, 0.43], [-0.57, 0.69, 0.96], [-0.05, 3.39, 3.03], [0.13, -2.82, -1.64], [0.27, 1.60, 0.28], [0.84, 1.85, -0.23], [0.53, 0.61, 0.67], [-2.23, -0.61, 0.86], [-1.08, -4.77, -1.87], [0.73, 2.51, 0.50], [0.04, 0.75, 1.91], [0.35, 1.08, -0.79], [-0.79, -1.19, -1.13], [0.56, 1.17, -0.09], [0.74, -0.02, 0.19], [0.94, -0.03, 0.25], [-0.42, -0.01, -0.42], [-0.81, 0.13, -0.31]], "de_lowest_kcal_mol": 39.1, "orbital_gap_ha": 0.3707, "e_homo_ev": -9.717, "energy_ev": -12896.5088}

---

Record 5
{"formula": "C2H13N5", "method": "wB97M-V/def2-TZVPD", "symbols": ["C", "N", "C", "N", "H", "H", "H", "H", "H", "H", "H", "H", "N", "N", "N", "H", "H", "H", "H", "H"], "xyz": [[2.075916, 0.877196, -0.800842], [1.084379, 0.055172, -0.134859], [1.342511, -1.363537, -0.326172], [1.024544, 0.425606, 1.235517], [3.099237, 0.661647, -0.459812], [2.016503, 0.703183, -1.873738], [1.849270, 1.919658, -0.589191], [0.552190, -1.931844, 0.163674], [2.317639, -1.670593, 0.084773], [1.324966, -1.585913, -1.391365], [1.820987, 0.046228, 1.758384], [0.168469, 0.036474, 1.626558], [-2.009974, -0.158409, 1.299003], [-1.958208, -0.280880, -0.106913], [-2.944828, 0.535942, -0.742607], [-2.064697, 0.822088, 1.591700], [-2.859234, -0.619092, 1.617861], [-1.005332, -0.027830, -0.389679], [-2.604475, 1.473402, -0.959413], [-3.229864, 0.081503, -1.602878]], "forces_ev_per_a": [[-0.18, 0.07, 0.02], [0.07, -0.02, 0.02], [-0.07, 0.05, 0.10], [0.04, 0.04, 0.24], [0.03, -0.02, 0.02], [0.08, 0.00, -0.06], [0.05, 0.02, -0.05], [0.03, -0.05, -0.02], [0.00, 0.03, 0.02], [0.02, -0.07, -0.07], [-0.08, -0.04, -0.16], [0.09, -0.03, -0.04], [-0.02, 0.01, 0.26], [-0.02, 0.16, -0.23], [0.08, 0.01, -0.04], [-0.10, -0.18, -0.16], [0.20, 0.11, -0.07], [-0.33, 0.05, 0.11], [0.06, -0.20, 0.01], [0.06, 0.06, 0.11]], "smiles": "CN(C)N.NNN", "de_lowest_kcal_mol": 24.9, "orbital_gap_ha": 0.3605, "e_homo_ev": -8.756, "energy_ev": -9732.6631}

---

Copy entry 5 word for word.
{"formula": "C2H13N5", "method": "wB97M-V/def2-TZVPD", "symbols": ["C", "N", "C", "N", "H", "H", "H", "H", "H", "H", "H", "H", "N", "N", "N", "H", "H", "H", "H", "H"], "xyz": [[2.075916, 0.877196, -0.800842], [1.084379, 0.055172, -0.134859], [1.342511, -1.363537, -0.326172], [1.024544, 0.425606, 1.235517], [3.099237, 0.661647, -0.459812], [2.016503, 0.703183, -1.873738], [1.849270, 1.919658, -0.589191], [0.552190, -1.931844, 0.163674], [2.317639, -1.670593, 0.084773], [1.324966, -1.585913, -1.391365], [1.820987, 0.046228, 1.758384], [0.168469, 0.036474, 1.626558], [-2.009974, -0.158409, 1.299003], [-1.958208, -0.280880, -0.106913], [-2.944828, 0.535942, -0.742607], [-2.064697, 0.822088, 1.591700], [-2.859234, -0.619092, 1.617861], [-1.005332, -0.027830, -0.389679], [-2.604475, 1.473402, -0.959413], [-3.229864, 0.081503, -1.602878]], "forces_ev_per_a": [[-0.18, 0.07, 0.02], [0.07, -0.02, 0.02], [-0.07, 0.05, 0.10], [0.04, 0.04, 0.24], [0.03, -0.02, 0.02], [0.08, 0.00, -0.06], [0.05, 0.02, -0.05], [0.03, -0.05, -0.02], [0.00, 0.03, 0.02], [0.02, -0.07, -0.07], [-0.08, -0.04, -0.16], [0.09, -0.03, -0.04], [-0.02, 0.01, 0.26], [-0.02, 0.16, -0.23], [0.08, 0.01, -0.04], [-0.10, -0.18, -0.16], [0.20, 0.11, -0.07], [-0.33, 0.05, 0.11], [0.06, -0.20, 0.01], [0.06, 0.06, 0.11]], "smiles": "CN(C)N.NNN", "de_lowest_kcal_mol": 24.9, "orbital_gap_ha": 0.3605, "e_homo_ev": -8.756, "energy_ev": -9732.6631}